1.
{
  "formula": "C30H49F6N2O2S",
  "method": "wB97M-V/def2-TZVPD",
  "orbital_gap_ev": [6.23, 7.44],
  "charge": 1,
  "s2": 2.008,
  "homo_ev": [-9.46, -10.67],
  "mol_weight_g_mol": 615.79,
  "spin_multiplicity": 3,
  "symbols": ["F", "C", "F", "F", "C", "C", "S", "C", "C", "C", "F", "F", "F", "C", "C", "C", "C", "C", "C", "H", "H", "H", "H", "H", "H", "H", "H", "H", "H", "H", "H", "H", "C", "C", "C", "C", "C", "C", "N", "O", "C", "C", "C", "H", "H", "H", "H", "H", "H", "H", "H", "H", "H", "H", "H", "H", "H", "H", "H", "H", "H", "C", "C", "C", "C", "C", "C", "N", "O", "C", "C", "C", "H", "H", "H", "H", "H", "H", "H", "H", "H", "H", "H", "H", "H", "H", "H", "H", "H", "H"],
  "positions_angstrom": [[2.7833, -7.1235, -3.4236], [1.6633, -6.5265, -3.8704], [1.9459, -5.9464, -5.0617], [0.7444, -7.4976, -4.1108], [1.1483, -5.4854, -2.8666], [-0.3000, -5.6932, -2.4268], [-1.4575, -4.8245, -3.5049], [-1.1568, -3.0666, -3.1809], [-1.3864, -2.5549, -1.7617], [-0.1718, -2.5585, -0.8374], [-0.1496, -1.4388, -0.0974], [1.0047, -2.6226, -1.5238], [-0.1815, -3.6232, 0.0104], [-3.0501, -5.0758, -2.7429], [-4.0941, -4.2674, -3.1866], [-5.3555, -4.4485, -2.6424], [-5.5684, -5.4306, -1.6813], [-4.5228, -6.2407, -1.2663], [-3.2472, -6.0714, -1.7939], [1.3095, -4.5062, -3.3150], [1.7831, -5.5204, -1.9813], [-0.4683, -5.3610, -1.4048], [-0.5856, -6.7394, -2.5051], [-0.1571, -2.8486, -3.5581], [-1.8473, -2.5753, -3.8678], [-2.1871, -3.0969, -1.2576], [-1.7094, -1.5147, -1.8337], [-3.9357, -3.5166, -3.9516], [-6.1769, -3.8286, -2.9753], [-6.5548, -5.5658, -1.2599], [-4.6813, -7.0129, -0.5255], [-2.4499, -6.7153, -1.4533], [0.1862, 4.4794, -0.6363], [-0.4523, 3.1592, -1.1087], [0.4779, 1.9699, -0.8717], [1.6822, 1.9333, -1.8117], [1.2416, 2.0112, -3.2730], [0.3231, 3.1995, -3.5696], [-0.7910, 3.1781, -2.5678], [-1.7256, 2.3605, -2.8772], [1.1026, 4.5191, -3.5440], [-0.2903, 3.0580, -4.9567], [-1.7452, 2.9692, -0.3243], [-0.0933, 4.6649, 0.4004], [1.2738, 4.4698, -0.6740], [-0.1713, 5.3234, -1.2240], [-0.1037, 1.0508, -1.0009], [0.8077, 1.9886, 0.1704], [2.3744, 2.7456, -1.5777], [2.2392, 1.0077, -1.6506], [2.1092, 2.0682, -3.9343], [0.7059, 1.0905, -3.5307], [0.4230, 5.3668, -3.6315], [1.7802, 4.5412, -4.3974], [1.7085, 4.6559, -2.6544], [-0.7949, 2.1040, -5.0844], [0.5044, 3.1331, -5.6998], [-1.0123, 3.8527, -5.1442], [-2.4378, 3.7892, -0.5163], [-1.5070, 2.9602, 0.7402], [-2.2435, 2.0369, -0.5765], [2.5526, 0.2441, 4.4697], [1.1400, 0.8586, 4.4462], [0.9264, 1.7102, 3.1929], [1.7018, 3.0268, 3.2110], [1.3957, 3.8230, 4.4788], [1.6217, 3.0224, 5.7647], [0.8830, 1.7239, 5.6404], [-0.3583, 1.8215, 5.9307], [3.1179, 2.8126, 6.0260], [1.0477, 3.7729, 6.9593], [0.1349, -0.2869, 4.4731], [2.5297, -0.7351, 3.9915], [3.2897, 0.8407, 3.9360], [2.9022, 0.0992, 5.4908], [-0.1417, 1.9329, 3.0980], [1.2071, 1.1131, 2.3199], [2.7761, 2.8427, 3.1250], [1.4256, 3.6199, 2.3357], [2.0088, 4.7260, 4.5211], [0.3516, 4.1489, 4.4499], [3.2686, 2.1407, 6.8714], [3.5660, 3.7740, 6.2762], [3.6646, 2.4202, 5.1741], [0.0030, 4.0321, 6.8135], [1.6172, 4.6922, 7.1008], [1.1277, 3.1750, 7.8673], [0.2497, -0.8790, 5.3818], [0.3222, -0.9321, 3.6127], [-0.8901, 0.0703, 4.4267]],
  "atomic_forces_ev_per_a": [[-0.552, 0.270, -0.254], [0.157, -0.158, -0.336], [-0.146, -0.321, 0.572], [0.427, 0.334, 0.052], [0.078, -0.072, -0.077], [0.012, 0.011, 0.135], [-0.003, -0.003, -0.126], [-0.049, 0.199, 0.077], [0.101, 0.054, 0.028], [0.307, 0.123, 0.129], [0.078, -0.637, -0.187], [-0.536, 0.026, 0.331], [0.056, 0.485, -0.347], [-0.004, -0.123, 0.087], [0.002, -0.101, -0.015], [0.036, -0.012, 0.002], [0.062, -0.004, -0.019], [0.101, 0.007, -0.016], [-0.131, 0.116, -0.003], [0.036, -0.001, 0.057], [-0.030, -0.079, -0.040], [0.020, 0.066, -0.027], [0.028, -0.030, 0.002], [-0.020, -0.070, 0.028], [0.020, -0.032, 0.027], [-0.034, 0.026, -0.009], [0.039, -0.025, -0.041], [-0.038, -0.020, 0.018], [0.029, 0.011, -0.003], [-0.006, -0.005, -0.007], [-0.047, 0.029, -0.014], [0.000, 0.030, -0.017], [-0.006, -0.003, -0.093], [-0.034, 0.373, 0.262], [0.206, -0.212, 0.048], [-0.083, 0.087, -0.026], [0.104, -0.186, 0.110], [0.085, 0.359, -0.174], [0.189, -0.564, 0.033], [-0.193, 0.089, -0.061], [-0.047, -0.009, 0.074], [0.005, -0.053, -0.102], [-0.083, -0.066, 0.028], [-0.008, -0.060, 0.017], [0.001, -0.004, -0.042], [-0.028, 0.002, 0.012], [-0.037, 0.045, -0.034], [-0.009, 0.004, 0.009], [-0.013, 0.027, -0.011], [0.025, 0.013, 0.019], [0.012, -0.002, -0.009], [-0.065, 0.035, -0.006], [-0.002, 0.005, -0.010], [-0.028, -0.029, -0.036], [-0.001, -0.019, 0.012], [-0.018, 0.012, 0.040], [0.018, 0.018, 0.003], [-0.002, 0.010, 0.012], [0.000, 0.013, 0.001], [0.019, 0.018, 0.007], [0.012, 0.016, -0.036], [-0.012, 0.035, 0.058], [0.253, -0.326, 0.029], [-0.007, 0.164, -0.211], [0.014, -0.046, 0.074], [-0.065, 0.048, -0.200], [0.313, 0.021, 0.233], [-0.242, 0.334, -0.426], [-0.048, -0.137, 0.232], [-0.036, -0.079, -0.022], [-0.044, 0.104, 0.035], [-0.100, -0.041, -0.027], [-0.045, 0.012, -0.040], [-0.001, 0.034, 0.031], [-0.020, -0.020, 0.007], [-0.014, -0.039, 0.080], [-0.005, -0.023, -0.001], [0.005, -0.016, 0.019], [0.024, 0.008, -0.012], [0.005, 0.016, -0.003], [-0.019, -0.055, 0.055], [0.000, 0.004, 0.009], [-0.039, 0.026, 0.024], [-0.014, -0.002, -0.013], [-0.002, -0.043, -0.012], [0.026, 0.001, -0.004], [0.006, -0.014, -0.004], [0.007, -0.003, 0.006], [0.032, -0.003, -0.003], [0.015, 0.028, 0.031]],
  "lowdin_charge": [0.153, -0.580, 0.135, 0.120, -0.081, -0.311, 1.250, -0.294, -0.065, -0.575, 0.150, 0.119, 0.120, -0.417, -0.077, -0.039, -0.038, -0.039, -0.060, 0.112, 0.145, 0.095, 0.099, 0.102, 0.099, 0.132, 0.144, 0.118, 0.122, 0.121, 0.122, 0.108, -0.022, -0.478, -0.132, -0.163, -0.133, -0.493, -0.107, -0.037, -0.026, -0.041, -0.035, 0.079, 0.070, 0.090, 0.105, 0.107, 0.106, 0.110, 0.126, 0.114, 0.096, 0.091, 0.061, 0.074, 0.090, 0.095, 0.099, 0.082, 0.073, -0.026, -0.483, -0.142, -0.169, -0.126, -0.492, -0.111, -0.020, -0.029, -0.039, -0.043, 0.081, 0.068, 0.089, 0.122, 0.111, 0.105, 0.098, 0.126, 0.126, 0.094, 0.090, 0.059, 0.080, 0.090, 0.094, 0.096, 0.080, 0.078]
}

=====

2.
{
  "formula": "C5H11O3S",
  "method": "wB97M-V/def2-TZVPD",
  "orbital_gap_ev": 8.34,
  "charge": -1,
  "de_lowest_kj_mol": 118.2,
  "homo_ev": -4.76,
  "mol_weight_g_mol": 151.21,
  "smiles": "CCC(C)(C)S(=O)(=O)[O-]",
  "symbols": ["C", "C", "C", "C", "C", "S", "O", "O", "O", "H", "H", "H", "H", "H", "H", "H", "H", "H", "H", "H"],
  "positions_angstrom": [[1.9039, -0.6084, -0.7800], [1.0858, -0.1084, 0.3703], [-0.3774, 0.0126, 0.0477], [-1.0879, -1.3237, 0.1152], [-0.5101, 0.7317, -1.2325], [-0.9403, 1.2421, 1.4125], [-0.4690, 0.5513, 2.5874], [-0.2482, 2.4886, 1.1373], [-2.3786, 1.4282, 1.4293], [1.8264, 0.0594, -1.6669], [1.4516, -1.5210, -1.1641], [2.8758, -0.6597, -0.5098], [1.5421, 0.9243, 0.5830], [1.1014, -0.6412, 1.2948], [-1.0078, -1.5891, 1.2772], [-2.1745, -1.2848, 0.1200], [-0.5032, -2.0880, -0.4561], [0.0479, 0.1808, -1.8865], [-0.5224, 1.7273, -1.0861], [-1.6156, 0.4779, -1.5928]],
  "atomic_forces_ev_per_a": [[-3.054, 0.056, -1.739], [0.975, 2.276, 0.132], [-0.781, 1.870, 1.541], [1.041, -0.520, 3.921], [-5.840, -3.378, -0.328], [-0.335, -0.611, -0.183], [0.551, -0.586, 1.250], [0.555, 0.310, -0.494], [-0.759, -0.415, -0.730], [0.353, -0.092, 0.812], [0.605, -0.650, 0.032], [3.231, -0.754, 0.657], [-1.028, -1.239, 0.043], [0.778, -0.749, 0.504], [0.368, 0.049, -2.223], [-0.043, 0.019, -1.289], [-1.154, 0.369, 0.221], [1.680, -0.162, -2.389], [1.018, 3.467, -0.233], [1.839, 0.739, 0.495]],
  "lowdin_charge": [-0.111, -0.268, -0.616, -0.071, -0.086, 0.400, -0.378, -0.374, -0.373, 0.080, 0.070, 0.030, 0.140, 0.094, 0.118, 0.071, 0.081, 0.027, 0.037, 0.132]
}

=====

3.
{
  "formula": "C18H15Cl3F4N5V",
  "method": "wB97M-V/def2-TZVPD",
  "orbital_gap_ev": [7.04, 7.93],
  "charge": 2,
  "s2": 2.096,
  "de_lowest_kj_mol": 24.2,
  "homo_ev": [-14.99, -15.02],
  "mol_weight_g_mol": 534.65,
  "spin_multiplicity": 3,
  "symbols": ["V", "C", "N", "C", "C", "C", "N", "C", "C", "F", "C", "F", "C", "C", "F", "C", "F", "H", "H", "H", "H", "H", "H", "H", "H", "H", "H", "H", "Cl", "C", "Cl", "Cl", "C", "N", "N", "C", "C", "C", "C", "C", "N", "C", "H", "H", "H", "H"],
  "positions_angstrom": [[-0.3070, 0.1647, 0.1617], [0.1642, 2.3496, 2.3587], [-0.0610, 2.1444, 0.9137], [-1.3017, 2.8458, 0.5066], [1.0946, 2.6499, 0.1281], [0.9789, 2.2393, -1.3347], [0.4257, 0.8773, -1.3731], [0.1661, 0.2605, -2.6147], [-0.7610, -0.7771, -2.6161], [-1.3450, -1.0611, -1.3783], [-1.1156, -1.5116, -3.7179], [-2.0183, -2.4729, -3.5986], [-0.5135, -1.2224, -4.9311], [0.4257, -0.2103, -4.9707], [1.0323, 0.0907, -6.1031], [0.7756, 0.5177, -3.8362], [1.7078, 1.4631, -3.9465], [0.2668, 3.4139, 2.5829], [1.0743, 1.8385, 2.6672], [-0.6763, 1.9529, 2.9258], [-1.2268, 3.9148, 0.7195], [-2.1500, 2.4575, 1.0689], [-1.4838, 2.7086, -0.5597], [1.9917, 2.2150, 0.5707], [1.1849, 3.7359, 0.2189], [1.9659, 2.2883, -1.7925], [0.3405, 2.9178, -1.9062], [-0.7679, -1.7786, -5.8231], [-5.4852, -1.1293, 1.5083], [-4.2129, -0.8672, 2.6828], [-3.8535, -2.3250, 3.6050], [-4.5567, 0.5020, 3.7346], [-2.9803, -0.5332, 1.9376], [-2.0237, -0.2735, 1.3637], [0.6325, -5.7117, 1.6297], [1.0498, -4.6430, 1.6419], [1.5325, -3.2905, 1.6630], [2.7455, -2.9457, 2.2566], [3.1429, -1.6191, 2.2419], [2.3268, -0.6781, 1.6465], [1.1561, -1.0060, 1.0786], [0.7721, -2.2927, 1.0804], [3.3611, -3.7079, 2.7160], [4.0799, -1.3161, 2.6864], [2.6139, 0.3632, 1.6112], [-0.1680, -2.5383, 0.5956]],
  "atomic_forces_ev_per_a": [[-0.034, 0.256, 0.240], [0.043, -0.026, 0.029], [-0.005, -0.182, -0.110], [-0.108, 0.041, 0.067], [0.076, 0.019, -0.066], [0.028, 0.029, 0.064], [-0.081, 0.098, -0.178], [0.110, -0.211, 0.083], [-0.029, -0.002, 0.184], [0.248, 0.029, 0.026], [0.015, 0.013, -0.070], [0.010, 0.002, -0.017], [0.012, 0.005, 0.009], [-0.061, -0.045, 0.066], [-0.002, -0.013, -0.021], [0.038, 0.195, -0.081], [-0.020, -0.013, 0.034], [0.001, 0.003, -0.017], [-0.001, 0.002, 0.014], [-0.018, -0.009, -0.028], [0.060, 0.009, -0.067], [0.025, -0.036, 0.010], [-0.018, 0.031, 0.003], [0.020, -0.013, -0.045], [-0.049, 0.000, 0.027], [0.002, -0.074, -0.012], [-0.043, -0.016, 0.023], [0.003, 0.006, -0.005], [-0.047, -0.005, -0.058], [0.131, -0.032, 0.075], [-0.021, 0.020, -0.011], [-0.010, 0.013, 0.006], [-0.055, -0.027, -0.005], [-0.057, 0.053, -0.014], [0.003, 0.012, -0.018], [-0.005, 0.022, 0.024], [0.047, -0.067, 0.029], [-0.020, -0.041, 0.001], [-0.013, 0.034, -0.017], [0.064, 0.008, 0.023], [-0.283, -0.108, -0.208], [0.058, 0.029, 0.000], [-0.003, -0.001, -0.004], [-0.003, 0.017, -0.006], [-0.004, 0.004, -0.006], [-0.005, -0.028, 0.023]],
  "lowdin_charge": [1.010, -0.038, -0.360, -0.044, -0.152, -0.154, -0.094, -0.127, -0.099, 0.006, -0.204, 0.145, 0.129, -0.186, 0.157, -0.128, 0.131, 0.115, 0.086, 0.096, 0.120, 0.088, 0.099, 0.116, 0.149, 0.135, 0.140, 0.160, 0.708, -1.632, 0.696, 0.690, -0.277, 0.169, 0.222, -0.147, -0.166, 0.059, 0.015, -0.070, -0.037, -0.054, 0.149, 0.135, 0.112, 0.130]
}

=====

- Which formula does entry 3 have?
  C18H15Cl3F4N5V